1.
DFT (ωB97M-V/def2-TZVPD) results for C30H50BrCuN3OP2 as an isolated structure.

Calculated values
Total charge   +2
Highest occupied orbital energy (alpha / beta)   -12.66 / -12.66 eV
Relative energy (zero: lowest compared OMol25 entry of this formula, charge and spin)   74.9 kcal per mole
Energy   -6308.99520 Eh
2S+1   2
Expectation value of S²   0.753

The geometry in XYZ format:
```
88
Properties=species:S:1:pos:R:3:forces:R:3
C -3.9179 -6.2467 -2.5921 0.149 0.000 0.188
C -2.5290 -5.9070 -2.4711 0.149 -1.134 -0.781
C -1.6655 -6.9234 -2.9736 -0.170 -0.550 0.099
C -2.1768 -8.1832 -3.4087 -0.205 0.468 0.033
N -3.4834 -8.5035 -3.4449 0.759 1.284 0.576
C -4.3227 -7.5322 -3.0456 0.671 0.250 -0.054
C -1.9633 -4.6637 -1.8688 -0.523 0.540 0.343
C -1.5952 -3.6327 -1.2838 -1.730 -1.151 -0.052
C -1.4346 -2.5170 -0.2948 1.729 -0.613 0.889
C -2.0288 -1.2522 -0.2751 -0.065 -0.362 0.010
C -1.5964 -0.2477 0.5690 -1.072 -1.515 -1.216
C -0.4461 -0.3421 1.3523 -2.678 -2.747 -1.054
C -0.0530 -1.6294 1.6456 -0.062 -1.907 -1.022
C -0.4133 -2.6830 0.7386 -1.580 0.370 0.469
Cu 0.2502 -2.7349 -1.3726 1.287 -0.028 -0.481
P 0.2457 1.7848 -1.2787 0.225 2.071 -2.389
H -0.5818 -6.7918 -3.0371 -0.391 0.075 0.226
H -4.7170 -5.5485 -2.3418 0.368 -0.086 0.135
H -1.5183 -9.0010 -3.7526 -0.122 0.801 0.247
H -5.3700 -7.8455 -3.1079 0.245 0.644 0.171
H -0.1187 -3.7084 0.9632 0.130 0.262 0.092
H -2.8586 -1.0298 -0.8970 -0.717 -0.013 -0.509
H 0.4203 -1.9917 2.5409 0.842 0.577 0.027
H -2.2903 0.5620 0.6051 0.501 1.122 0.042
C 1.0843 3.4344 -0.9131 -0.174 -0.511 0.967
C 2.1379 3.9795 -1.8617 0.332 0.046 -0.400
H 1.5137 3.3002 0.0880 0.103 0.150 -0.160
H 0.2889 4.1817 -0.7799 -0.089 -0.413 -0.060
H 2.4879 4.9488 -1.4903 -0.108 -0.174 0.094
H 3.0239 3.3403 -1.9300 -0.171 0.041 -0.013
H 1.7525 4.1732 -2.8670 0.050 -0.207 0.128
C 1.2694 0.8742 -2.5390 0.867 -1.171 0.531
C 0.6063 0.3876 -3.8514 0.089 -0.204 0.299
H 1.7071 -0.0376 -2.0118 -0.495 1.183 -0.605
H 2.1392 1.5157 -2.7676 -0.310 -0.228 0.220
H 1.2570 -0.3901 -4.2590 -0.066 0.048 -0.025
H -0.3696 -0.0724 -3.6654 0.101 0.066 -0.143
H 0.5108 1.1411 -4.6411 -0.059 -0.056 0.448
C -1.1905 2.3314 -2.3283 -0.650 -0.741 0.824
C -0.9037 3.3908 -3.3910 0.208 0.281 -0.204
H -1.9682 2.6662 -1.6236 0.178 -0.042 -0.267
H -1.5648 1.4130 -2.8052 -0.050 0.309 0.207
H -1.8344 3.5924 -3.9373 0.152 -0.076 0.194
H -0.5661 4.3457 -2.9667 -0.088 -0.311 -0.092
H -0.1738 3.0532 -4.1385 -0.134 0.163 0.314
Br 0.2629 1.2326 1.5330 3.819 2.708 1.289
P 3.9795 -1.3707 1.1853 1.847 1.158 0.260
C 3.7091 0.0043 0.0130 -0.135 -0.785 -1.062
C 5.0230 0.5647 -0.5612 -0.402 -0.080 -0.059
H 3.0808 0.7452 0.4724 -0.251 0.573 0.176
H 3.1110 -0.4468 -0.8063 0.344 0.250 0.234
H 4.8345 0.8877 -1.5872 0.282 0.179 0.024
H 5.3967 1.4065 0.0204 -0.004 -0.012 -0.016
H 5.7996 -0.2052 -0.5703 -0.125 0.122 -0.080
C 3.3088 -0.7472 2.7467 0.436 0.227 0.736
C 4.3247 -1.2591 3.7734 -0.004 0.055 0.023
H 2.3153 -1.1094 2.9962 -0.176 0.134 -0.036
H 3.3219 0.3492 2.7835 -0.174 -0.166 -0.277
H 4.2096 -0.7518 4.7221 -0.048 -0.097 0.374
H 4.1659 -2.3375 3.8911 0.410 0.162 0.190
H 5.3376 -1.0561 3.3875 -0.344 -0.287 0.376
C 2.9358 -2.7072 0.6904 -0.903 -0.642 -0.741
C 3.7255 -3.8474 0.1025 -0.291 -0.492 -0.070
H 2.3039 -2.3820 -0.1294 -0.887 0.508 -0.424
H 2.2718 -2.9836 1.5026 0.108 -0.332 0.170
H 3.1298 -4.7446 0.0908 -0.181 -0.552 -0.007
H 4.0134 -3.6537 -0.9184 0.176 0.248 -0.390
H 4.6226 -4.0299 0.6454 0.687 -0.267 0.518
C -3.2040 4.1740 0.4216 -0.207 0.620 -0.534
N -3.0747 4.2320 1.8681 0.350 -0.292 0.503
C -4.0226 5.0327 2.6088 0.060 0.238 0.753
C -2.3560 3.1909 2.3969 -0.649 -0.360 -1.104
O -2.0491 2.3378 1.5313 -0.102 0.005 1.094
N -2.0441 3.0297 3.7248 -0.055 0.415 -0.569
C -1.9532 4.0928 4.7349 -1.046 0.108 0.028
C -1.4356 1.7847 4.1408 0.134 -0.386 0.434
H -3.9471 4.9342 0.1171 0.522 -0.394 0.062
H -3.4958 3.1887 0.0385 -0.264 0.234 0.314
H -2.2371 4.3941 -0.0548 -0.232 0.143 0.067
H -4.4845 4.4328 3.4085 -0.070 0.222 -0.369
H -3.5102 5.8796 3.0824 -0.369 0.041 -0.133
H -4.7889 5.3900 1.9138 0.133 -0.031 0.396
H -2.9716 4.4820 4.9933 1.050 -0.223 -0.086
H -1.5112 3.6359 5.6297 -0.199 0.307 -0.257
H -1.3079 4.9027 4.3943 -0.070 0.073 0.051
H -1.4947 1.0521 3.3536 -0.318 -0.114 -0.047
H -0.3714 1.8871 4.4154 -0.312 0.195 -0.070
H -1.9670 1.3877 5.0090 0.033 0.075 0.013
```
Forces are in eV/Å.

---

2.
DFT (ωB97M-V/def2-TZVPD) results for C30H50CdCl2N3O4Si as an isolated structure.

Calculated values
Total charge   -1
Highest occupied orbital energy   -2.48 eV
Relative energy (zero: lowest compared OMol25 entry of this formula, charge and spin)   26.3 kcal per mole
Energy   -3016.07249 Eh

The geometry in XYZ format:
```
91
Properties=species:S:1:pos:R:3:forces:R:3
C -3.9032 2.8387 2.5715 0.382 0.213 0.571
C -3.8152 4.1786 1.9164 -0.069 0.322 0.151
H -3.9059 2.9431 3.6573 -0.118 -0.099 0.018
H -3.0325 2.2371 2.3183 0.058 -0.126 -0.105
H -4.7918 2.2854 2.2842 -0.189 -0.079 -0.146
C -4.1816 5.3383 2.4637 0.248 0.124 -0.373
C -4.7553 5.5752 3.8168 -0.062 -0.576 0.412
H -4.0485 6.2334 1.8614 -0.086 -0.099 -0.010
H -4.2997 4.9119 4.5554 -0.034 0.042 0.077
H -5.8250 5.3554 3.8276 -0.086 0.057 0.007
H -4.6279 6.5970 4.1619 0.076 0.113 -0.093
Cd 1.7416 -2.6668 0.3108 -1.979 -2.598 -0.021
Cl -0.1836 -1.6513 1.0493 -2.999 2.018 1.285
C 0.6816 -1.2088 -1.9390 1.701 -0.832 0.929
O 1.7516 -1.4497 -1.3499 -1.161 2.708 -3.321
N 0.5908 -0.3729 -2.9726 -0.158 0.504 -0.694
C 1.6192 0.6113 -3.2451 -0.018 -0.303 -0.092
C -0.5540 -0.4082 -3.8581 -0.065 0.314 0.351
H -0.2491 -1.6805 -1.6311 -0.120 -0.307 -0.016
H 2.5220 0.3300 -2.7176 0.100 -0.038 0.100
H 1.2949 1.5959 -2.9085 -0.028 0.144 0.021
H 1.8227 0.6590 -4.3150 0.026 -0.026 -0.052
H -1.2049 -1.2323 -3.5846 -0.037 -0.082 0.057
H -0.2339 -0.5432 -4.8915 0.068 -0.049 -0.044
H -1.1191 0.5214 -3.7890 -0.124 0.116 -0.087
H 5.8794 -4.3592 -2.6524 0.048 0.051 -0.138
H 5.0724 -6.9219 -2.1094 -0.003 -0.064 -0.107
C 5.9139 -4.3356 -1.5632 -0.213 -0.107 0.046
C 5.0084 -6.5887 -1.0734 -0.025 0.135 -0.009
N 4.8503 -5.1509 -1.0117 0.532 -0.359 -0.071
H 5.7870 -3.3160 -1.2208 -0.073 0.127 0.007
C 3.7563 -4.6049 -0.4800 -0.395 1.668 0.242
O 3.5650 -3.3762 -0.4212 2.985 -2.138 -1.323
H 4.1577 -7.0726 -0.6050 -0.146 -0.023 0.018
H 3.0233 -5.3077 -0.0895 -0.104 -0.115 0.110
H 6.8850 -4.7101 -1.2390 0.017 -0.077 0.062
H 5.9164 -6.8969 -0.5543 0.093 -0.007 0.049
H 1.4644 -1.1611 4.9114 -0.104 -0.073 -0.072
H 1.2042 0.7717 3.0655 -0.209 0.173 -0.055
C 2.5306 -1.1632 4.6865 0.452 0.110 0.007
C 2.2873 0.7832 3.1749 -0.655 -0.657 -0.158
N 2.7651 -0.5724 3.3865 0.044 1.015 0.911
H 2.8824 -2.1902 4.6956 -0.055 -0.114 -0.111
C 3.2065 -1.3072 2.3739 -0.129 -0.358 -1.997
O 2.8622 -1.1373 1.1868 2.544 2.353 2.488
H 2.7182 1.1706 2.2608 0.066 0.065 -0.142
H 3.9408 -2.0675 2.6514 -0.321 -0.334 0.002
H 3.0546 -0.6022 5.4597 0.038 0.116 0.177
H 2.5563 1.4101 4.0244 0.124 -0.043 0.079
O -1.8370 4.3894 0.5331 -0.022 -0.160 0.210
C -3.2412 4.1738 0.5169 0.217 0.346 -0.462
C -3.3077 6.4519 -0.6000 -0.035 -0.076 -0.093
C -3.9042 5.2242 -0.3474 -0.163 -0.100 -0.284
H -2.3309 6.6533 -0.1873 0.099 0.002 0.025
C -3.9578 7.4022 -1.3771 -0.019 0.005 0.000
H -3.4499 3.1965 0.0692 -0.102 -0.111 -0.018
C -5.1621 4.9615 -0.8842 0.065 0.124 -0.011
H -3.4812 8.3554 -1.5669 0.007 0.024 -0.003
C -5.2089 7.1345 -1.9107 -0.005 -0.003 0.015
C -5.8104 5.9071 -1.6613 -0.010 0.003 0.014
H -5.6390 4.0103 -0.6808 -0.005 -0.059 -0.015
H -5.7142 7.8753 -2.5165 -0.002 0.008 -0.020
H -6.7863 5.6871 -2.0741 -0.022 -0.002 -0.018
Si -0.7368 3.5713 -0.4254 0.322 -0.387 0.303
Cl 2.0397 -3.9780 2.2099 0.744 -1.777 2.910
C 0.7795 4.6653 -0.4026 -0.097 0.061 -0.036
C -1.3995 3.3812 -2.1697 -0.026 0.142 0.062
C -0.3184 1.8876 0.2849 -0.244 0.686 -0.248
H 0.5144 5.7113 -0.5510 -0.036 0.103 -0.054
H 1.4836 4.3848 -1.1859 0.050 -0.067 -0.060
H 1.3016 4.5904 0.5508 -0.010 -0.039 0.078
H 0.0902 1.9736 1.2911 0.008 -0.029 0.044
H 0.4287 1.3841 -0.3301 0.017 -0.141 0.008
H -1.1949 1.2450 0.3356 0.011 -0.231 0.025
H -1.8071 4.3180 -2.5484 -0.055 0.096 -0.028
H -2.1819 2.6260 -2.2278 -0.106 -0.081 0.027
H -0.6030 3.0743 -2.8482 0.095 -0.054 -0.006
C 0.5225 -4.2220 -0.7913 -0.871 -1.802 -1.053
C 0.6180 -5.6987 -0.5119 -0.237 1.781 -0.914
C 0.2328 -6.2214 0.7318 -0.072 -1.136 0.089
C 0.3385 -7.5940 0.9825 0.066 0.602 -0.599
C 0.8221 -8.4539 -0.0077 0.061 -0.038 -0.041
C 1.1961 -7.9445 -1.2529 -0.041 0.426 0.360
C 1.0927 -6.5751 -1.5071 0.189 -0.899 0.646
H -0.5421 -3.9273 -0.6852 0.553 0.134 0.243
H 0.8091 -4.0278 -1.8463 -0.176 -0.262 0.093
H -0.1484 -5.5695 1.5065 0.116 0.129 -0.123
H 0.0458 -7.9921 1.9453 -0.014 -0.010 0.069
H 0.9056 -9.5150 0.1882 -0.002 -0.080 0.014
H 1.5692 -8.6101 -2.0207 0.007 -0.097 -0.079
H 1.3922 -6.1975 -2.4775 -0.094 0.162 -0.014
```
Forces are in eV/Å.

---

3.
DFT (ωB97M-V/def2-TZVPD) results for C30H50Cl2EuN3O7SSi as an isolated structure.

Calculated values
Total charge   0
Highest occupied orbital energy (alpha / beta)   -6.06 / -6.06 eV
Energy   -4182.61596 Eh
2S+1   7
Expectation value of S²   12.012

The geometry in XYZ format:
```
95
Properties=species:S:1:pos:R:3:forces:R:3
C 3.2119 -2.4165 -3.4155 -0.384 -0.185 0.160
C 2.5469 -1.7269 -4.5679 -0.464 0.235 -1.268
H 3.0780 -3.5028 -3.4706 -0.046 0.137 0.149
H 2.7932 -2.0272 -2.4805 0.143 -0.242 -0.061
H 4.2967 -2.2321 -3.4308 -0.235 0.074 -0.002
C 2.5183 -2.2364 -5.8147 0.518 0.346 0.516
C 2.8517 -3.6505 -6.1637 0.433 -0.549 -0.199
H 2.3360 -1.5935 -6.6804 -0.429 -0.219 0.521
H 2.3474 -4.3789 -5.5094 0.115 0.269 -0.116
H 3.9313 -3.8597 -6.1091 -0.155 0.005 0.018
H 2.5469 -3.8703 -7.1958 0.038 0.025 0.260
Eu 0.3533 0.0582 1.0669 -0.408 0.788 0.097
Cl 1.8377 1.5020 -0.5570 -0.375 -0.653 0.747
C -0.8189 2.8443 0.5845 -0.161 0.146 -0.546
O -1.3911 1.7232 0.6995 0.831 0.622 0.287
N -1.3504 3.8924 -0.0528 0.184 -1.042 0.185
C -2.6671 3.7584 -0.6635 -0.047 -0.080 -0.101
C -0.4989 5.0000 -0.4661 0.330 0.029 0.109
H 0.2010 2.9966 0.9754 -0.438 0.179 -0.068
H -3.3348 3.2674 0.0459 0.012 0.083 -0.111
H -2.6365 3.1627 -1.5853 0.120 0.135 0.161
H -3.0195 4.7659 -0.8874 -0.124 -0.161 0.009
H 0.2437 5.1709 0.3172 -0.089 0.130 -0.121
H -1.1231 5.8876 -0.5964 0.202 -0.093 0.084
H 0.0447 4.7874 -1.4002 -0.350 -0.040 0.206
H -3.5915 2.0410 4.6223 0.091 -0.185 -0.151
H -1.8304 1.7432 6.5724 -0.014 -0.270 -0.129
C -3.4584 0.9815 4.3700 -0.030 0.111 0.047
C -1.9446 0.6799 6.3167 0.158 0.073 0.043
N -2.1775 0.5163 4.8877 -0.018 -0.356 -0.241
H -3.4767 0.8377 3.2874 -0.033 0.074 0.235
C -1.3119 -0.1251 4.1033 -0.070 -0.008 -0.565
O -1.4893 -0.3614 2.8812 0.631 0.150 0.686
H -1.0270 0.1506 6.5973 -0.182 0.147 0.001
H -0.3893 -0.4530 4.6166 -0.325 0.152 -0.102
H -4.2738 0.4233 4.8492 0.161 0.038 -0.175
H -2.7946 0.2795 6.8871 0.226 0.012 -0.184
H -0.9907 -5.7903 2.4991 -0.158 0.001 -0.280
H 0.0938 -4.3148 -0.7246 -0.265 -0.094 0.103
C -1.7289 -5.2540 1.8874 0.035 0.115 0.348
C -0.9347 -4.5069 -0.3967 -0.019 0.019 -0.327
N -1.0823 -4.2543 1.0388 0.704 1.024 0.304
H -2.4329 -4.7672 2.5692 0.006 -0.114 -0.163
C -0.5572 -3.1357 1.5514 -0.395 -0.466 -0.650
O 0.0706 -2.2964 0.8535 -0.326 -0.223 0.825
H -1.5951 -3.8488 -0.9785 0.183 -0.185 0.140
H -0.7441 -2.9666 2.6255 0.116 -0.101 -0.289
H -2.2672 -5.9630 1.2505 0.122 0.242 0.247
H -1.2102 -5.5487 -0.5714 0.157 0.211 -0.128
O 0.9428 -0.4814 -3.2215 -0.730 -0.395 -0.650
C 1.9169 -0.3607 -4.2448 0.335 0.064 0.102
C 0.4210 -0.2445 -6.3072 -0.261 0.317 -0.365
C 1.3674 0.3703 -5.4744 0.473 -0.123 0.007
H 0.1199 -1.2837 -6.1357 0.026 0.536 0.102
C -0.1445 0.4572 -7.3853 0.363 -0.028 0.563
H 2.7276 0.2229 -3.7724 -0.177 0.259 -0.354
C 1.8222 1.6585 -5.7829 -0.360 -0.204 -0.429
H -0.9330 -0.0180 -7.9742 0.298 0.199 0.118
C 0.2918 1.7537 -7.6680 0.140 -0.118 0.049
C 1.3069 2.3375 -6.8975 -0.099 -0.123 0.327
H 2.5764 2.1139 -5.1387 -0.199 -0.042 -0.221
H -0.1551 2.2965 -8.5023 0.190 -0.075 0.208
H 1.6769 3.3386 -7.1377 -0.178 -0.332 0.063
Si -0.8181 -0.5515 -3.4747 -0.064 3.845 -0.472
Cl -0.7570 -2.5836 -3.8697 0.206 -2.749 -0.090
C -2.3079 -0.3460 -4.7623 -0.217 -1.364 -0.422
C -0.9736 1.4165 -3.6402 0.913 0.584 0.925
C -1.2502 -0.5823 -1.6150 0.082 -0.380 0.366
H -2.2799 0.5410 -5.4076 0.145 -0.183 0.395
H -3.1808 -0.2580 -4.1046 -0.180 -0.021 -0.068
H -2.4629 -1.2090 -5.4226 -0.218 -0.007 0.141
H -0.9257 -1.5288 -1.1541 -0.142 0.248 -0.192
H -2.3153 -0.4154 -1.4239 0.144 0.075 0.133
H -0.6552 0.2698 -1.2350 -0.258 -0.077 -0.212
H -0.7260 1.7666 -4.6538 -0.017 -0.035 0.375
H -0.2811 1.8803 -2.9213 -0.037 0.402 -0.055
H -2.0050 1.7507 -3.4226 0.261 -0.145 0.004
C 1.4781 0.5821 9.5247 -0.065 0.007 0.317
C 1.5558 0.7478 8.0353 -0.014 -0.144 -0.174
C 1.8716 -0.3494 7.2290 -0.076 0.102 0.109
C 1.9733 -0.2153 5.8515 -0.097 0.161 -0.241
C 1.7470 1.0321 5.2700 -0.012 0.136 -0.115
C 1.4002 2.1347 6.0565 0.040 -0.342 -0.251
C 1.3062 1.9817 7.4303 0.019 0.022 0.182
S 1.9284 1.2983 3.5038 0.298 0.323 0.602
O 3.0777 2.1463 3.3233 -0.645 -0.551 0.042
O 2.0272 -0.0742 2.9161 -0.468 0.225 -0.506
O 0.6335 1.8768 3.0601 0.302 -0.556 -0.489
H 0.5620 0.0592 9.8295 0.132 0.085 -0.112
H 2.3214 -0.0101 9.8984 -0.133 0.157 -0.058
H 1.4811 1.5546 10.0258 0.042 -0.169 -0.032
H 2.0394 -1.3209 7.6932 0.021 0.192 -0.101
H 2.2060 -1.0738 5.2252 0.061 0.214 0.074
H 1.1940 3.0915 5.5860 0.103 -0.097 0.050
H 1.0442 2.8382 8.0537 0.078 -0.200 -0.156
```
Forces are in eV/Å.

---

Which of these has the highest energy? C30H50CdCl2N3O4Si

---

Which value of total charge does entry 2 give? -1

---

Which of these has the lowest energy? C30H50BrCuN3OP2